{
  "formula": "C5H5BrIN3",
  "method": "ωB97M-V/def2-TZVPD",
  "symbols": ["C", "C", "C", "C", "C", "N", "N", "N", "Br", "I", "H", "H", "H", "H", "H"],
  "positions_angstrom": [[0.63, 2.04, 0.04], [-0.67, 1.71, -0.08], [1.67, 1.12, -0.01], [1.39, -0.21, -0.15], [-0.21, -0.54, -0.21], [-1.07, 0.40, -0.10], [-2.02, -1.99, -0.07], [-0.67, -1.78, 0.10], [3.37, 1.66, 0.05], [2.78, -1.84, -0.11], [0.95, 3.00, 0.32], [-1.44, 2.40, -0.02], [-2.33, -0.96, -0.17], [-2.31, -2.48, 0.70], [-0.08, -2.50, -0.27]],
  "nbo_charge": [-0.316, 0.073, -0.192, -0.212, 0.414, -0.543, -0.673, -0.429, 0.147, 0.176, 0.227, 0.202, 0.396, 0.353, 0.377],
  "smiles": "NNc1nccc(Br)c1I",
  "relative_energy_ev": 0.015,
  "lumo_ev": 0.16,
  "charge": 0,
  "homo_ha": -0.2971
}

***

{
  "formula": "C4H7NO2",
  "method": "ωB97M-V/def2-TZVPD",
  "symbols": ["C", "C", "N", "O", "C", "C", "O", "H", "H", "H", "H", "H", "H", "H"],
  "positions_angstrom": [[-0.93, -0.61, -1.11], [0.03, 1.09, 1.05], [-0.60, 1.97, 1.69], [0.37, -0.11, 1.58], [0.98, -0.89, 0.55], [0.48, -0.20, -0.71], [0.43, 1.16, -0.25], [-1.54, -0.75, -0.22], [-1.37, 0.19, -1.70], [-0.94, -1.54, -1.70], [-0.83, 2.73, 1.06], [2.07, -0.85, 0.65], [0.64, -1.93, 0.66], [1.19, -0.25, -1.54]],
  "nbo_charge": [-0.644, 0.770, -0.718, -0.485, -0.094, 0.059, -0.505, 0.221, 0.230, 0.220, 0.355, 0.188, 0.200, 0.203],
  "smiles": "[H]/N=C1/OC[C@@H](C)O1",
  "relative_energy_ev": 1.037,
  "lumo_ev": 0.81,
  "charge": 0,
  "homo_ha": -0.3640
}

***

{
  "formula": "CH4NPS2",
  "method": "ωB97M-V/def2-TZVPD",
  "symbols": ["C", "N", "P", "S", "S", "H", "H", "H", "H"],
  "positions_angstrom": [[0.63, -0.63, -0.11], [1.66, -0.38, -0.84], [-2.07, 1.22, 0.96], [-0.03, -1.85, 0.71], [-0.23, 1.40, 0.24], [2.30, -0.97, -1.25], [1.95, 0.57, -1.15], [-1.59, 0.16, 1.66], [-2.61, 0.48, -0.22]],
  "nbo_charge": [0.074, -0.784, 0.229, -0.011, -0.293, 0.401, 0.413, -0.008, -0.020],
  "smiles": "NC(=S)SP",
  "relative_energy_ev": 1.089,
  "lumo_ev": 0.17,
  "charge": 0,
  "homo_ha": -0.3141
}

***

{
  "formula": "C38H36CdN3OSTe",
  "method": "ωB97M-V/def2-TZVPD",
  "symbols": ["Cd", "N", "C", "C", "C", "C", "C", "C", "C", "C", "C", "C", "C", "C", "H", "H", "H", "H", "H", "H", "H", "H", "H", "H", "S", "C", "C", "N", "C", "H", "H", "H", "C", "C", "C", "C", "C", "C", "Te", "N", "C", "O", "C", "C", "C", "C", "C", "C", "C", "C", "C", "C", "C", "C", "C", "C", "C", "C", "H", "H", "H", "H", "H", "H", "H", "H", "H", "H", "H", "H", "H", "H", "H", "H", "H", "H", "H", "H", "H", "H", "H"],
  "positions_angstrom": [[-1.64, 2.25, 0.27], [-0.40, 3.62, 2.23], [0.10, 4.85, 1.78], [-0.15, 6.01, 2.50], [0.36, 7.23, 2.09], [1.15, 7.29, 0.96], [1.38, 6.14, 0.22], [0.86, 4.91, 0.61], [1.14, 3.74, -0.27], [2.45, 3.62, -0.73], [2.79, 2.70, -1.70], [1.80, 1.91, -2.25], [0.52, 1.97, -1.74], [0.15, 2.86, -0.73], [-0.73, 3.64, 3.19], [0.24, 2.85, 2.07], [-0.77, 5.96, 3.39], [0.17, 8.12, 2.66], [1.59, 8.23, 0.64], [1.98, 6.20, -0.68], [3.22, 4.24, -0.29], [3.82, 2.62, -2.04], [2.03, 1.23, -3.06], [-0.23, 1.30, -2.16], [-5.05, 0.83, -3.18], [-5.71, 1.58, -1.79], [-4.73, 1.89, -0.91], [-3.48, 1.55, -1.32], [-3.49, 0.99, -2.48], [-6.77, 1.75, -1.70], [-4.85, 2.35, 0.06], [-2.62, 0.63, -2.99], [5.28, -5.34, -1.41], [4.22, -4.33, -1.09], [4.50, -2.98, -1.05], [3.54, -2.05, -0.68], [3.90, -0.60, -0.65], [2.25, -2.47, -0.36], [0.73, -0.92, 0.28], [-1.03, 0.23, 1.06], [-1.89, 0.32, 2.01], [-2.69, 1.31, 2.05], [-2.05, -0.70, 3.09], [-3.19, -0.62, 3.89], [-3.42, -1.55, 4.89], [-2.51, -2.57, 5.11], [-1.37, -2.65, 4.33], [-1.14, -1.71, 3.34], [-0.43, -1.48, -1.41], [0.23, -1.37, -2.63], [-0.41, -1.63, -3.83], [-1.74, -2.02, -3.81], [-2.39, -2.16, -2.60], [-1.75, -1.90, -1.39], [-2.52, -2.12, -0.12], [1.96, -3.83, -0.41], [0.57, -4.32, -0.11], [2.94, -4.75, -0.78], [6.22, -4.86, -1.69], [4.97, -5.98, -2.24], [5.46, -5.98, -0.55], [5.49, -2.63, -1.32], [4.91, -0.45, -1.03], [3.86, -0.21, 0.37], [3.21, -0.02, -1.26], [-3.88, 0.19, 3.72], [-4.31, -1.47, 5.50], [-2.69, -3.31, 5.88], [-0.64, -3.43, 4.51], [-0.23, -1.77, 2.75], [1.27, -1.08, -2.64], [0.11, -1.54, -4.77], [-2.27, -2.23, -4.73], [-3.42, -2.49, -2.58], [-3.25, -2.92, -0.24], [-3.05, -1.21, 0.16], [-1.85, -2.37, 0.70], [0.10, -3.67, 0.63], [0.59, -5.34, 0.27], [-0.02, -4.30, -1.02], [2.69, -5.80, -0.83]],
  "lowdin_spin": [0.022, -0.001, 0.000, 0.000, 0.000, 0.000, 0.000, 0.000, 0.002, 0.001, 0.001, 0.002, 0.002, 0.009, 0.000, 0.000, 0.000, 0.000, 0.000, 0.000, 0.000, 0.000, 0.000, 0.000, 0.000, 0.000, 0.000, 0.000, 0.000, 0.000, 0.000, 0.000, 0.001, 0.004, 0.005, 0.021, 0.004, 0.115, 0.282, 0.369, 0.030, 0.048, 0.009, 0.003, 0.001, -0.002, 0.000, 0.004, 0.006, 0.006, 0.000, 0.001, 0.000, 0.001, -0.001, 0.011, 0.010, 0.002, 0.000, 0.000, 0.000, 0.001, 0.000, 0.000, 0.002, 0.001, 0.000, 0.000, 0.000, 0.013, 0.002, 0.000, 0.000, 0.000, 0.000, 0.000, 0.001, 0.008, 0.001, 0.000, 0.000],
  "relative_energy_ev": 0.445,
  "lumo_ev": [0.43, -1.29],
  "charge": 0,
  "spin_multiplicity": 2,
  "s2": 0.76,
  "homo_ha": [-0.2707, -0.2837]
}